No. 1
The following is a DFT calculation (ωB97M-V/def2-TZVPD) of a single C27H27FI2O5 molecule.

Structure (XYZ):
```
62
Properties=species:S:1:pos:R:3:forces:R:3
I -6.115 -5.121 -0.838 -0.2 0.5 -0.3
I -3.244 -5.064 1.812 0.5 1.2 0.0
F 0.560 -3.945 -0.752 0.6 -0.6 0.8
O -0.735 -2.887 2.724 -0.1 0.1 -0.5
O 4.005 -0.224 0.680 -0.2 0.4 -0.5
O -3.942 0.319 0.839 0.0 -0.6 -0.2
O -2.324 1.448 -1.247 0.9 -0.8 -0.1
O 1.946 3.407 -1.388 -0.8 0.2 0.9
C -1.345 0.553 -0.793 1.3 -1.7 1.0
C 1.208 -3.963 0.502 0.3 1.2 1.0
C 2.280 1.586 2.873 1.1 1.4 -1.1
C -0.776 -1.455 0.734 0.2 1.7 -1.7
C -3.210 -0.615 0.645 1.4 -0.7 -0.1
C 3.700 1.694 3.237 -1.1 1.0 -1.5
C 0.556 3.109 -1.561 -0.6 -0.8 -0.6
C -5.114 -2.483 0.487 -0.5 0.2 -0.7
C 1.746 2.395 1.781 2.3 0.1 0.4
C -3.794 -3.354 -1.664 -0.1 -0.6 -0.1
C 2.641 3.299 1.035 0.7 -0.6 0.7
C 0.423 1.694 -2.294 -1.0 0.1 0.9
C 2.140 4.158 -0.165 0.6 0.3 0.5
C 1.010 -0.379 -0.696 -1.2 0.3 0.3
C -2.786 -3.007 1.423 0.4 1.5 -0.4
C 0.054 0.608 -1.239 -0.4 -1.4 0.8
C 2.483 -0.359 -1.208 0.0 -0.7 0.1
C 3.513 0.352 -0.259 -0.3 -0.1 -0.5
C 4.570 2.581 2.487 -1.4 0.3 -0.7
C -0.251 4.200 -2.356 -0.3 -0.4 0.0
C -1.333 -2.507 1.751 -0.8 0.4 -0.8
C -3.660 -2.101 0.898 -0.5 -0.7 -0.1
C 4.064 3.409 1.375 -1.6 -2.3 1.9
C -5.204 -3.151 -0.981 1.6 0.4 0.0
C 0.615 -1.408 0.293 -1.3 0.8 0.1
C 1.603 -2.462 0.879 0.1 -0.4 0.1
C -1.726 -0.471 0.161 0.4 -0.6 0.3
H 0.546 -4.392 1.305 0.3 0.4 -1.2
H -3.124 -4.036 -1.075 -0.7 0.6 -0.4
H -5.582 -3.199 1.204 0.7 0.7 -0.4
H 1.322 1.418 -2.892 -0.7 0.5 0.5
H 1.610 -2.443 2.007 -0.1 0.3 -1.2
H -5.821 -2.545 -1.687 0.3 -0.6 0.9
H 0.068 2.963 -0.554 0.5 0.3 -1.0
H 2.578 0.066 -2.237 -0.2 -0.2 0.9
H -0.212 4.017 -3.469 0.3 0.3 1.1
H -1.334 4.086 -2.066 1.0 0.2 -0.2
H 0.670 2.298 1.491 1.1 0.2 0.3
H 4.089 1.089 4.089 -0.3 0.6 -0.9
H 2.655 -2.237 0.570 -1.1 -0.2 0.2
H -5.802 -1.592 0.435 1.0 -0.6 0.3
H 4.784 4.053 0.826 -0.9 -0.5 0.4
H 2.929 4.924 -0.384 -0.7 -0.6 0.2
H 2.813 -1.437 -1.269 -0.2 1.1 0.0
H -2.562 1.219 -2.164 0.2 0.1 0.4
H 5.660 2.672 2.730 -1.2 -0.2 -0.1
H -0.475 1.797 -2.967 1.1 -0.3 0.4
H 3.806 1.412 -0.532 -0.3 -0.9 0.2
H -3.229 -2.390 -1.787 -0.7 -0.7 0.0
H -3.950 -3.873 -2.653 0.2 0.8 0.9
H 1.586 0.896 3.414 0.9 0.7 -0.5
H 1.201 4.706 0.104 0.7 -0.4 -0.2
H 0.075 5.244 -2.131 -0.2 -0.9 -0.1
H 2.144 -4.573 0.519 -0.8 0.4 -0.6
```
Forces are in eV/Å.

Properties
lowest unoccupied orbital energy = -1.0 eV
energy above the lowest of the compared OMol25 structures with the same formula, charge and spin = 317.0 kJ/mol
multiplicity = 1
M = 704.3 g/mol
SMILES string = C[C@@H](I)CC1=C(I)C(=O)c2c(CCF)c(CC=O)c(C[C@H](C)OCc3ccccc3)c(O)c2C1=O
Kohn-Sham gap = 7.9 eV

No. 2
The following is a DFT calculation (ωB97M-V/def2-TZVPD) of a molecular structure, C27H27FeNO6S4Sb.

Structure (XYZ):
```
67
Properties=species:S:1:pos:R:3:forces:R:3
Sb 1.559 0.494 0.580 1.2 0.0 0.3
Fe -1.103 0.565 -1.311 -0.4 0.0 -1.5
S -2.317 -2.614 1.572 -0.5 -0.9 0.1
S -1.695 1.043 0.995 -0.7 0.0 1.0
S 0.870 -0.707 -1.392 -0.1 0.1 0.1
S -1.219 2.077 -3.422 0.0 -0.1 0.4
O -2.832 -3.883 2.211 0.0 -0.3 0.2
O -2.784 1.204 -0.005 -0.1 0.0 -0.7
O -0.560 1.904 0.482 0.0 -0.2 -0.1
O -1.208 -0.367 0.855 -0.3 0.6 -0.3
O -2.214 -0.588 -2.816 0.0 -0.1 0.5
O -2.119 1.370 2.331 0.0 0.1 0.1
N -1.913 -0.415 -4.073 0.1 0.2 -0.3
C 3.822 -0.832 2.250 0.0 0.0 0.0
C -1.469 0.808 -4.524 0.1 0.2 0.4
C -3.538 -3.139 -0.727 -0.1 0.0 -0.1
C -0.056 0.075 5.247 0.0 0.1 0.1
C 0.857 0.285 2.635 -0.1 -0.1 -0.4
C 4.944 -1.595 2.538 0.1 0.0 0.1
C -1.225 0.938 -5.901 0.0 -0.3 -0.3
C 3.066 -1.057 1.099 0.3 0.4 -0.2
C 3.488 -2.064 0.234 -0.2 0.1 0.0
C -4.160 -1.821 -0.283 0.0 -0.1 0.0
C -1.362 -0.122 -6.767 0.0 0.2 0.2
C 0.152 1.324 4.684 0.0 0.0 0.1
C 1.562 4.931 -1.457 0.0 0.0 0.1
C 1.891 5.889 -0.505 0.0 0.1 0.0
C 0.588 1.429 3.370 0.2 0.0 0.0
C 1.638 3.582 -1.130 0.1 -0.3 -0.2
C 2.103 3.183 0.113 -0.1 0.2 0.1
C 0.660 -0.965 3.206 0.0 0.0 0.2
C 4.610 -2.833 0.512 0.1 0.0 0.0
C 2.431 4.140 1.060 0.0 -0.2 0.0
C -2.120 -3.079 -0.197 -0.1 0.4 0.2
C 0.188 -1.073 4.505 0.1 -0.1 0.0
C 2.300 5.493 0.760 0.1 0.1 0.0
C -2.060 -1.454 -4.917 0.0 -0.2 -0.1
C -1.792 -1.349 -6.259 0.0 -0.1 0.0
C -3.875 -1.693 1.208 0.4 0.3 -0.1
C 5.344 -2.599 1.667 0.0 -0.1 0.0
H 4.926 -3.606 -0.181 0.0 0.0 0.0
H 0.009 -2.050 4.937 0.0 0.0 0.0
H -5.232 -1.781 -0.497 0.0 0.1 0.0
H -1.573 -4.019 -0.248 0.1 0.0 0.2
H 3.519 -0.040 2.929 0.1 0.0 0.1
H 2.526 6.241 1.515 0.0 0.0 0.0
H -1.922 -2.212 -6.895 0.0 0.0 0.0
H -4.624 -2.176 1.834 0.1 -0.1 0.1
H -1.556 -2.270 -0.659 0.1 -0.1 -0.1
H -0.048 2.218 5.264 0.0 0.0 0.0
H -2.401 -2.366 -4.449 0.0 0.1 0.1
H -3.566 -3.253 -1.814 0.0 0.0 0.0
H -1.136 -0.010 -7.819 0.0 0.0 0.0
H 5.519 -1.397 3.436 0.0 0.0 0.0
H 0.704 2.403 2.907 -0.1 0.0 0.0
H -0.414 -0.005 6.268 0.0 0.0 0.0
H -4.063 -3.980 -0.260 0.0 0.0 -0.1
H 6.220 -3.199 1.890 0.0 0.0 0.0
H 1.824 6.944 -0.750 0.0 0.0 0.0
H -0.914 1.913 -6.245 0.1 0.0 0.0
H 1.331 2.838 -1.861 0.0 0.0 0.0
H 2.792 3.837 2.040 -0.1 0.0 0.0
H -3.718 -0.662 1.511 -0.2 0.1 0.1
H -3.671 -1.000 -0.804 -0.1 0.0 -0.1
H 1.229 5.238 -2.443 0.0 0.0 0.0
H 0.873 -1.858 2.630 -0.1 0.0 0.0
H 2.914 -2.236 -0.669 0.0 0.0 -0.1
```
Forces are in eV/Å.

Properties
lowest unoccupied orbital energy (spin up / spin down) = 4.3 / 4.3 eV
multiplicity = 6
M = 767.4 g/mol
charge = -2
Kohn-Sham gap (spin up / spin down) = 5.0 / 6.7 eV

No. 3
The following is a DFT calculation (ωB97M-V/def2-TZVPD) of a molecular structure, C27H27N2O5RuS.

Structure (XYZ):
```
63
Properties=species:S:1:pos:R:3:forces:R:3
Ru -0.234 -0.018 0.330 0.3 -0.5 -0.5
S -1.625 0.746 -3.052 0.0 0.0 0.1
O -1.119 -5.950 -1.823 0.0 -0.1 0.0
O 2.210 -3.044 -0.611 0.1 0.0 0.0
O -0.670 0.747 -1.885 0.1 0.1 0.1
O 1.010 -5.520 -1.300 -0.1 0.0 0.1
O 1.395 -1.026 -0.067 -0.4 0.1 0.0
N -1.098 -1.817 -0.180 0.1 0.2 0.2
N -2.066 -3.665 -0.729 -0.2 -0.1 0.0
C -1.422 1.538 -5.662 0.1 -0.1 0.2
C 1.276 -2.326 -0.397 0.1 0.1 0.0
C -2.140 -3.475 -4.591 0.0 0.0 0.0
C 0.719 1.422 -4.375 -0.2 0.0 0.0
C -0.680 1.281 -4.457 0.0 0.0 -0.1
C 1.155 -0.018 3.589 0.1 -0.1 -0.1
C -1.799 1.445 1.612 0.0 0.0 0.0
C -1.046 0.649 2.510 0.0 0.2 0.3
C -0.864 -3.018 -4.258 0.1 0.0 0.0
C -3.098 -1.349 -3.985 -0.1 -0.1 0.0
C -1.109 2.323 0.746 -0.1 0.1 0.1
C -3.250 -2.646 -4.459 0.0 0.0 0.0
C -0.689 -1.728 -3.789 0.0 -0.1 -0.1
C -2.286 -2.409 -0.329 0.0 0.1 0.0
C 0.289 2.372 0.715 0.1 0.1 0.2
C -3.290 1.506 1.721 0.0 0.0 0.0
C 1.389 1.765 -5.513 -0.1 0.1 -0.3
C 0.658 2.038 -6.724 0.0 0.0 0.2
C 0.356 0.708 2.557 0.0 0.1 0.0
C 1.035 3.347 -0.137 0.0 -0.1 -0.1
C -1.818 -0.920 -3.653 0.1 0.1 0.0
C 1.004 1.473 1.548 -0.1 0.3 0.2
C -0.748 1.892 -6.789 0.3 0.1 0.0
C -0.275 -5.246 -1.343 0.1 0.1 -0.1
C -0.121 -2.755 -0.480 -0.2 0.3 0.2
C -3.621 -1.811 -0.077 0.0 -0.1 0.0
C -0.719 -3.916 -0.815 -0.1 -0.2 -0.1
H -3.959 -0.698 -3.874 0.0 0.0 0.0
H -1.575 0.051 3.243 0.0 -0.1 -0.1
H 2.469 1.831 -5.512 0.0 0.1 -0.1
H -3.558 -0.725 -0.098 0.0 0.0 0.0
H -4.345 -2.141 -0.822 0.0 0.0 0.0
H 1.240 1.233 -3.446 -0.1 0.0 0.0
H 1.549 -4.808 -0.894 0.0 0.0 -0.1
H -2.265 -4.484 -4.960 0.0 0.0 0.0
H 1.655 0.723 4.218 0.0 0.0 0.0
H -2.760 -4.375 -0.943 0.0 0.0 0.0
H -3.541 2.344 2.378 0.0 0.0 0.0
H -3.708 0.608 2.171 0.0 0.0 0.0
H -3.995 -2.121 0.901 0.0 0.0 0.0
H 0.373 3.895 -0.802 0.0 0.0 0.0
H -3.766 1.699 0.761 0.0 0.0 0.0
H 1.541 4.064 0.513 0.0 0.0 0.0
H 1.940 -0.626 3.138 0.0 0.0 0.0
H -2.504 1.459 -5.670 0.0 -0.1 0.1
H -0.005 -3.665 -4.386 0.0 0.0 0.0
H 1.197 2.391 -7.596 0.0 -0.1 0.0
H -1.279 2.088 -7.711 0.1 0.0 0.0
H 0.299 -1.361 -3.533 0.0 0.0 0.0
H 2.087 1.507 1.543 0.0 -0.1 -0.1
H 1.813 2.852 -0.720 0.0 0.0 0.0
H -1.681 3.006 0.130 0.0 -0.1 -0.1
H -4.235 -3.005 -4.727 0.0 0.0 0.0
H 0.533 -0.643 4.223 0.0 0.0 0.0
```
Forces are in eV/Å.

Properties
lowest unoccupied orbital energy (spin up / spin down) = -9.6 / -13.0 eV
energy above the lowest of the compared OMol25 structures with the same formula, charge and spin = 0.0 kJ/mol
multiplicity = 5
M = 592.7 g/mol
charge = +3
Kohn-Sham gap (spin up / spin down) = 8.2 / 5.0 eV

No. 4
The following is a DFT calculation (ωB97M-V/def2-TZVPD) of a molecular structure, C27H27N6O7S3Ta.

Structure (XYZ):
```
71
Properties=species:S:1:pos:R:3:forces:R:3
Ta -0.014 -0.037 -0.668 -0.4 -0.3 -1.3
S -3.103 2.157 -3.710 0.0 -0.1 -0.1
S -2.707 -0.760 -3.719 0.2 0.0 -0.1
S 2.325 -0.806 -0.231 -0.5 0.4 0.0
O 1.155 0.076 -4.531 0.0 0.1 0.3
O 0.656 0.438 -2.372 0.9 0.6 -1.1
O -0.385 1.620 0.089 0.4 0.3 0.3
O -0.411 -0.973 0.882 -0.8 -1.1 1.3
O -3.643 4.314 -0.600 -0.1 -0.1 -0.2
O 1.400 -2.247 -6.043 0.2 0.0 -0.4
O 0.906 -4.373 -5.647 0.0 0.0 0.0
N -0.252 -1.925 -1.996 0.0 1.1 -0.1
N -0.619 -3.209 -2.005 -0.1 0.0 0.1
N -1.973 0.850 -1.709 0.9 -0.5 0.6
N 3.055 -2.646 1.563 -0.2 0.1 -0.1
N 1.366 -1.275 2.267 -0.3 0.1 0.3
N -2.192 2.109 -1.170 -0.1 0.5 0.3
C -0.471 0.947 5.302 0.0 0.0 0.0
C -3.323 1.322 -5.316 0.0 0.2 0.1
C -2.883 5.635 1.159 -0.1 0.0 -0.1
C -0.508 -0.072 3.122 -0.4 0.1 -0.1
C -1.766 0.496 2.878 0.1 -0.1 -0.1
C -2.358 1.292 3.837 -0.1 0.1 0.0
C 0.789 -0.306 -3.457 0.1 -0.8 -0.8
C 5.390 -2.477 0.666 -0.1 0.0 0.1
C 2.203 -1.688 1.307 0.1 0.1 -0.3
C -0.880 5.073 2.382 0.1 0.0 0.1
C -1.622 3.652 0.570 0.3 0.1 0.2
C -3.759 -0.098 -5.056 0.0 -0.1 0.1
C -1.403 2.462 -0.213 -1.1 0.3 -0.5
C -1.976 5.914 2.154 0.0 -0.1 0.0
C -0.711 3.962 1.599 0.0 0.0 -0.1
C 0.932 -3.228 -5.302 -0.3 -0.1 0.4
C -0.261 -3.813 -3.141 0.1 -0.1 -0.1
C 0.375 -2.878 -3.943 0.1 0.2 0.1
C 4.017 -3.141 0.566 0.4 0.1 -0.1
C 0.132 0.155 4.347 0.0 -0.1 -0.1
C -1.715 1.516 5.049 0.0 0.0 -0.1
C -2.481 0.755 -2.915 -0.5 0.0 0.1
C 3.911 -2.315 3.875 0.0 0.0 -0.1
C 0.178 -0.815 2.084 0.8 -0.4 0.8
C 0.348 -1.708 -3.183 -0.1 -0.2 0.0
C 3.123 -3.215 2.926 0.1 0.1 0.4
C -2.728 4.510 0.345 0.4 -0.1 0.2
H -3.442 3.498 -1.091 0.0 0.0 0.0
H 3.600 -2.975 -0.424 -0.1 -0.1 0.0
H -3.729 6.279 0.962 0.0 0.0 0.0
H -2.372 1.375 -5.844 0.0 0.0 -0.1
H 0.027 1.125 6.245 0.0 0.0 0.0
H -4.795 -0.166 -4.728 0.0 0.0 0.0
H 5.954 -2.849 1.519 0.0 0.0 0.0
H -2.189 2.133 5.801 0.0 0.0 0.0
H 3.447 -1.333 3.948 0.0 0.0 0.0
H -4.077 1.874 -5.874 0.0 0.0 0.0
H -3.616 -0.737 -5.926 0.0 0.0 0.0
H 4.941 -2.196 3.545 0.0 0.0 0.0
H 1.098 -0.296 4.528 0.0 0.0 0.0
H 2.111 -3.355 3.299 0.0 -0.1 -0.1
H -0.436 -4.860 -3.339 -0.1 0.0 0.0
H 4.104 -4.215 0.719 -0.1 0.0 0.0
H -2.272 0.313 1.938 0.0 0.0 0.0
H 3.599 -4.190 2.847 0.0 0.0 -0.1
H -3.321 1.745 3.646 0.0 0.0 0.0
H 0.135 3.305 1.757 0.0 0.0 0.0
H -2.113 6.795 2.766 0.0 0.0 0.0
H 5.958 -2.701 -0.235 0.0 0.0 0.0
H -1.136 -3.605 -1.236 0.0 0.0 0.1
H -0.171 5.308 3.163 0.0 0.0 0.0
H 3.927 -2.765 4.867 0.0 0.0 0.0
H 1.363 -1.360 -5.643 -0.1 0.0 0.2
H 5.292 -1.394 0.752 0.0 0.0 0.0
```
Forces are in eV/Å.

Properties
lowest unoccupied orbital energy = -7.4 eV
energy above the lowest of the compared OMol25 structures with the same formula, charge and spin = 99.6 kJ/mol
multiplicity = 1
M = 824.7 g/mol
charge = +2
Kohn-Sham gap = 5.8 eV

Which of these has the highest multiplicity? C27H27FeNO6S4Sb

Look up the multiplicity of the first one. 1

Number 4 is which compound? C27H27N6O7S3Ta

The highest multiplicity belongs to which entry? C27H27FeNO6S4Sb